This record from OMol25 describes a cluster of 2 separate species, CH6N6O2 in total. The level of theory is ωB97M-V/def2-TZVPD.

Atoms and positions in Å:
C  0.9839  -0.4933  -0.6296
N  0.2300  2.1686  0.4254
N  -0.8949  1.6767  0.1842
N  0.6234  -1.7461  -0.3804
N  1.8039  0.1785  0.1316
N  -0.9880  0.4092  0.4294
N  -1.9263  -0.5203  0.1636
O  -2.0189  -1.2615  1.0898
O  -2.3361  -0.5016  -0.9727
H  0.6083  0.0370  -1.5506
H  0.2809  3.0887  0.2035
H  0.8865  -2.1235  0.4833
H  -0.2489  -1.9703  -0.8534
H  1.1079  1.4926  0.3257
H  1.8882  -0.4349  0.9503

Values from the calculation:
E_tot ... -14160.422 eV
2S+1 ... 3
Gap between HOMO and LUMO (alpha / beta) ... 7.34 / 7.09 eV
E_HOMO (alpha / beta) ... -0.245 / -0.351 hartree
⟨S²⟩ ... 2.02
Energy relative to the best compared isomer or geometry (same formula, charge and spin) ... 0.0 kJ/mol

Löwdin population analysis, charges in e, atoms 1 to 6: -0.360 0.018 -0.008 0.129 0.044 0.036

***

This record from OMol25 describes a structure of composition C15H22AuBCl3GeN6. The level of theory is ωB97M-V/def2-TZVPD.

Atoms and positions in Å:
Au  0.3181  1.1143  1.6701
C  3.7086  1.9310  1.0277
C  3.0729  1.0131  0.0711
C  3.5604  0.5194  -1.1292
C  2.5329  -0.2417  -1.6789
C  2.4502  -0.9462  -2.9781
N  1.5331  -0.2394  -0.8164
N  1.8480  0.5680  0.2403
B  0.1026  -0.7776  -0.9245
N  -0.8411  0.3834  -1.2564
N  -0.9506  1.4585  -0.4331
C  -1.7901  2.3125  -0.9946
C  -2.2406  3.5551  -0.2978
C  -2.2512  1.8114  -2.2263
C  -1.6512  0.5862  -2.3432
C  -1.9065  -0.4671  -3.3699
N  -0.3185  -1.4834  0.3714
N  -0.3724  -0.9122  1.5888
C  -0.7905  -1.8171  2.4610
C  -1.0295  -1.6018  3.8929
C  -0.9787  -3.0133  1.7933
C  -0.6669  -2.7855  0.4842
C  -0.6619  -3.7342  -0.6736
H  4.5097  1.4310  1.5516
H  4.1832  2.7747  0.4880
H  2.9832  2.3459  1.7159
H  4.5106  0.6951  -1.5885
H  3.3958  -0.8911  -3.4982
H  2.1421  -2.0068  -2.8365
H  1.7030  -0.4284  -3.5784
H  0.0682  -1.5720  -1.8375
H  -1.4145  4.0235  0.1782
H  -2.7492  4.1930  -0.9985
H  -2.9223  3.3612  0.5312
H  -2.9948  2.1384  -2.9311
H  -2.5866  -0.0168  -4.1061
H  -0.9915  -0.7059  -3.9061
H  -2.3482  -1.3350  -2.9537
H  -0.1081  -1.5058  4.4552
H  -1.6039  -0.7031  4.0689
H  -1.5837  -2.4505  4.2660
H  -1.3307  -3.9443  2.2042
H  -1.0323  -4.7245  -0.3275
H  -1.3464  -3.4185  -1.4722
H  0.3653  -3.8677  -1.0529
Cl  0.4160  1.5198  5.5756
Ge  -0.6223  1.9856  3.7118
Cl  -2.7181  1.7183  4.2445
Cl  -0.6018  4.1506  3.6175

Values from the calculation:
E_tot ... -123310.122 eV
2S+1 ... 2
Gap between HOMO and LUMO (alpha / beta) ... 9.40 / 6.43 eV
E_HOMO (alpha / beta) ... -0.329 / -0.328 hartree
⟨S²⟩ ... 0.75
Energy relative to the best compared isomer or geometry (same formula, charge and spin) ... 0.0 kJ/mol

Löwdin population analysis, charges in e, atoms 1 to 6: 0.812 -0.028 -0.356 0.027 -0.278 -0.011

***

This record from OMol25 describes the molecule C2HN3O2. The level of theory is ωB97M-V/def2-TZVPD.

Atoms and positions in Å:
O  -4.3301  0.2960  -0.4164
C  -3.2884  0.1052  0.0889
N  -2.1816  0.3737  0.4548
N  -1.0589  -0.2724  0.8440
N  0.0414  -0.1848  -0.1827
C  -0.5120  -1.3782  0.1317
O  -0.5606  -2.4755  -0.1960
H  0.7030  0.1993  0.4270

Values from the calculation:
E_tot ... -10651.207 eV
2S+1 ... 1
Gap between HOMO and LUMO ... 10.34 eV
E_HOMO ... -0.375 hartree
Energy relative to the best compared isomer or geometry (same formula, charge and spin) ... 462.5 kJ/mol
Structure (SMILES) ... O=C=NN1NC1=O

Löwdin population analysis, charges in e, atoms 1 to 6: 0.166 -0.278 0.127 -0.008 0.195 -0.512

***

This record from OMol25 describes a structure of composition C2H3IO3. The level of theory is ωB97M-V/def2-TZVPD.

Atoms and positions in Å:
C  0.0695  0.4309  -0.0150
C  -1.2460  -0.0415  -0.5247
O  0.1609  0.4503  1.3151
O  1.0731  0.6225  -0.6861
O  2.5378  -1.0209  0.5472
I  2.2268  0.3434  1.6475
H  -1.3489  -1.0967  -0.2833
H  -2.1160  0.4809  -0.3141
H  -1.3573  -0.1689  -1.6866

Values from the calculation:
E_tot ... -16361.668 eV
2S+1 ... 1
Gap between HOMO and LUMO ... 7.80 eV
E_HOMO ... -0.340 hartree
Energy relative to the best compared isomer or geometry (same formula, charge and spin) ... 80.9 kJ/mol

Löwdin population analysis, charges in e, atoms 1 to 6: -0.689 0.006 -0.361 -0.057 -0.845 1.670

***

This record from OMol25 describes a structure of composition C28H36As2SiV. The level of theory is ωB97M-V/def2-TZVPD.

Atoms and positions in Å:
C  -2.1067  -1.6973  2.2804
C  -0.7411  -1.9867  2.5537
C  -0.2621  -1.0355  3.5003
H  -0.1660  -2.8025  2.1372
C  -1.3365  -0.1580  3.8156
C  -2.4761  -0.5615  3.0622
H  -3.4556  -0.1065  3.0928
H  -2.7545  -2.2585  1.6192
H  0.7483  -0.9836  3.8953
H  -1.3015  0.6796  4.5019
V  -0.8986  -0.0883  1.8010
C  4.0766  -1.4117  -1.0310
H  4.5538  -1.4056  -0.0489
H  4.6628  -0.8245  -1.7571
H  3.9795  -2.4463  -1.3762
Si  1.4239  -0.9312  -0.3158
C  0.5862  -2.0931  -1.5164
C  -0.3688  -3.0873  -1.1850
H  -0.8716  -3.0876  -0.2125
C  -0.7094  -4.0768  -2.1162
H  -1.4448  -4.8419  -1.8549
C  -0.1411  -4.0781  -3.3986
H  -0.3911  -4.8657  -4.1164
C  0.7380  -3.0537  -3.7567
H  1.1550  -3.0038  -4.7609
C  1.0702  -2.0542  -2.8376
H  1.7128  -1.2333  -3.1632
C  2.1740  -1.9171  1.1239
C  2.2776  -3.3215  1.0774
H  1.7546  -3.8778  0.2933
C  3.0848  -4.0007  2.0004
H  3.1617  -5.0828  1.9288
C  3.7679  -3.2980  2.9934
H  4.3993  -3.8306  3.7069
C  3.6371  -1.9098  3.0727
H  4.1570  -1.3441  3.8445
C  2.8360  -1.2220  2.1611
H  2.7452  -0.1326  2.2412
H  1.6497  0.6135  -0.5821
H  3.0101  -0.8919  -0.9882
C  -3.0199  0.5733  0.1077
As  -3.0156  2.2240  1.2238
C  -1.3074  2.8423  2.1042
C  -2.8378  3.4648  -0.3260
C  -3.8152  4.4466  -0.4804
C  -3.7716  5.3026  -1.5934
C  -2.7360  5.1828  -2.5185
C  -1.7310  4.2169  -2.3489
C  -1.7885  3.3560  -1.2562
As  -0.3414  2.0119  -0.9466
C  1.0622  3.3223  -0.5717
C  0.0546  1.5023  -2.8010
H  -2.1048  -0.0555  0.0763
H  -3.2257  0.9040  -0.9134
H  -3.8804  -0.0026  0.4728
H  -0.5781  3.2303  1.3801
H  -1.6199  3.6890  2.7298
H  -0.8484  2.0845  2.7610
H  -4.6083  4.5300  0.2616
H  -4.5456  6.0614  -1.7072
H  -2.6990  5.8403  -3.3861
H  -0.9110  4.1362  -3.0675
H  0.6298  4.2161  -0.1141
H  1.7853  2.8544  0.1055
H  1.5537  3.5816  -1.5164
H  1.1420  1.3955  -2.9067
H  -0.4359  0.5360  -2.9739
H  -0.3427  2.2614  -3.4803

Values from the calculation:
E_tot ... -184855.625 eV
2S+1 ... 4
Gap between HOMO and LUMO (alpha / beta) ... 5.48 / 5.29 eV
E_HOMO (alpha / beta) ... -0.183 / -0.177 hartree
⟨S²⟩ ... 3.81
Energy relative to the best compared isomer or geometry (same formula, charge and spin) ... 0.0 kJ/mol

Löwdin population analysis, charges in e, atoms 1 to 6: -0.197 -0.201 -0.187 0.098 -0.205 -0.221

***

This record from OMol25 describes a structure of composition C17H21CdN3O4P. The level of theory is ωB97M-V/def2-TZVPD.

Atoms and positions in Å:
Cd  0.9430  -0.5308  -0.7331
C  1.4815  3.6429  1.1541
C  1.6502  2.2911  0.5895
N  0.5694  1.5801  0.2867
N  -0.6201  2.0890  0.5210
C  -1.6181  1.3335  0.0167
O  -1.4117  0.2263  -0.5277
C  -2.9914  1.9491  0.0056
C  -4.0357  1.1626  -0.4813
C  -5.2803  1.7403  -0.6871
C  -5.5205  3.0754  -0.2717
C  -4.5090  3.7724  0.3287
C  -3.2114  3.2649  0.4265
C  2.9636  1.7367  0.3164
C  4.1629  2.4531  0.6217
C  5.4033  1.8915  0.2931
C  5.4244  0.5680  -0.1185
C  4.2313  -0.0616  -0.3620
N  3.0183  0.4636  -0.2011
H  0.4610  3.6916  1.5664
H  1.5870  4.4075  0.3963
H  2.1454  3.8717  1.9745
H  -3.8495  0.1115  -0.7502
H  -6.1519  1.2452  -1.2127
H  -6.5686  3.4857  -0.2679
H  -4.7126  4.7140  0.8525
H  -2.4234  3.8922  0.8389
H  4.0507  3.4295  1.0641
H  6.3151  2.4158  0.4860
H  6.3104  -0.0184  -0.2840
H  4.2446  -1.0910  -0.8223
C  -1.8342  -2.9563  1.4302
O  -0.6325  -3.6416  0.9681
P  0.0919  -3.0555  -0.3936
O  1.2326  -4.1264  -0.6287
C  2.2543  -4.5939  0.2606
O  -0.9729  -3.4392  -1.5995
C  -0.8450  -4.4901  -2.5687
H  -1.9077  -3.0733  2.4937
H  -2.6813  -3.3503  0.8510
H  -1.8246  -1.8490  1.2485
H  1.8005  -5.0378  1.1639
H  2.9052  -3.7622  0.5158
H  2.8386  -5.2439  -0.3499
H  -1.8456  -4.6707  -2.9409
H  -0.4407  -5.3932  -2.0984
H  -0.1965  -4.1204  -3.3714

Values from the calculation:
E_tot ... -44477.189 eV
2S+1 ... 1
Gap between HOMO and LUMO ... 6.11 eV
E_HOMO ... -0.382 hartree
Energy relative to the best compared isomer or geometry (same formula, charge and spin) ... 33.5 kJ/mol
Net charge ... +1

Löwdin population analysis, charges in e, atoms 1 to 6: 1.328 -0.038 -0.286 -0.073 0.021 -0.456